A structure of composition C8H12AgBr3F8IN2O2P2Si2 at a distorted geometry. Source: the Open Molecules 2025 dataset; level of theory: ωB97M-V with the def2-TZVPD basis set.

**HOMO energy**: -10.57 eV
**DFT total energy**: -293851.8885 eV
**Kohn-Sham gap**: 4.122 eV
**Strongest force on any atom**: 0.170 hartree/bohr

ORCA input file:
```
! RIJCOSX wB97M-V def2-TZVPD def2/J DEFGRID3
* xyz 1 1
N 4.314 0.422 0.821
P 3.947 -1.044 1.429
Si 1.815 -1.617 1.063
Br 0.582 -1.765 3.002
C 1.914 -3.430 0.326
C 2.190 -3.403 -1.301
O 1.219 -3.141 -2.180
I 4.246 -3.779 -2.073
O 1.109 -0.577 -0.161
Si 0.276 0.810 0.523
C -1.584 0.512 0.952
C -2.384 -0.428 -0.132
C -3.864 0.153 -0.532
F -4.802 0.319 0.602
Br -4.714 -1.245 -1.746
C -3.854 1.543 -1.401
F -2.841 1.539 -2.497
F -3.815 2.767 -0.550
Br -5.657 1.625 -2.352
P 1.257 1.741 2.254
N 0.068 1.971 3.379
C 0.308 2.173 -0.892
F -0.903 3.022 -0.860
F 1.463 3.079 -0.539
C 0.678 1.550 -2.370
F 2.114 1.130 -2.504
F -0.135 0.381 -2.774
F 0.460 2.623 -3.381
H 3.459 0.834 0.389
H 4.268 -0.998 2.837
H 4.818 -2.002 0.774
H 2.888 -3.918 0.807
H 1.013 -4.103 0.652
H -1.693 0.030 2.028
H -2.110 1.582 0.971
H -1.737 -0.666 -1.077
H -2.568 -1.472 0.409
H 2.259 0.940 2.905
H 1.813 3.048 1.997
H 0.037 3.018 3.545
Ag -5.857 -3.223 -2.345
*
```